{"formula": "C22H25CoN4", "method": "ωB97M-V/def2-TZVPD", "gap_ev": [5.824, 6.504], "multiplicity": 2, "total_charge": 1, "energy_ha": -2454.88106, "e_above_lowest_kcal_mol": 7.6, "species": ["Co", "C", "C", "C", "C", "C", "C", "C", "C", "C", "C", "H", "H", "H", "H", "H", "H", "H", "H", "H", "H", "H", "H", "H", "H", "H", "C", "C", "C", "C", "C", "C", "N", "N", "C", "C", "C", "C", "C", "N", "H", "H", "H", "H", "H", "H", "H", "H", "H", "N", "C", "H"], "coordinates": [[0.048, -0.549, 0.382], [1.489, -0.204, 1.899], [1.839, 0.690, 0.862], [0.708, 1.542, 0.648], [-0.237, 1.322, 1.701], [0.197, 0.197, 2.428], [-0.363, -0.320, 3.719], [-1.383, 2.226, 2.017], [0.655, 2.696, -0.308], [3.194, 0.845, 0.248], [2.406, -1.173, 2.574], [0.364, -0.164, 4.519], [-0.575, -1.390, 3.678], [-1.276, 0.203, 3.996], [-0.996, 3.182, 2.378], [-2.023, 1.817, 2.796], [-1.995, 2.428, 1.136], [0.088, 2.453, -1.209], [1.656, 2.993, -0.617], [0.174, 3.553, 0.164], [3.745, 1.617, 0.793], [3.140, 1.150, -0.796], [3.778, -0.072, 0.313], [2.913, -0.673, 3.404], [3.171, -1.551, 1.898], [1.858, -2.021, 2.987], [2.587, -0.604, -4.467], [2.873, -0.986, -3.163], [1.892, -0.931, -2.191], [0.609, -0.484, -2.516], [0.325, -0.099, -3.834], [1.311, -0.164, -4.796], [-0.372, -0.431, -1.516], [-1.553, -0.388, -1.924], [-2.542, -0.355, -0.973], [-3.877, -0.318, -1.383], [-4.866, -0.312, -0.424], [-4.505, -0.339, 0.919], [-3.159, -0.384, 1.241], [-2.200, -0.385, 0.327], [3.359, -0.651, -5.224], [3.865, -1.331, -2.905], [2.100, -1.265, -1.184], [-0.667, 0.259, -4.068], [1.084, 0.125, -5.814], [-4.094, -0.309, -2.443], [-5.909, -0.290, -0.708], [-5.252, -0.333, 1.700], [-2.836, -0.423, 2.275], [-0.242, -3.521, 0.497], [-0.125, -2.370, 0.479], [-0.377, -4.511, 0.484]]}

{"formula": "C29H27N5O2PdS2", "method": "ωB97M-V/def2-TZVPD", "gap_ev": 6.863, "energy_ha": -2469.79954, "e_above_lowest_kcal_mol": 51.1, "species": ["Pd", "C", "C", "N", "N", "C", "S", "S", "C", "C", "C", "C", "C", "C", "C", "C", "C", "C", "C", "C", "C", "O", "H", "H", "H", "H", "H", "H", "H", "H", "H", "H", "H", "H", "H", "H", "C", "C", "C", "C", "C", "N", "C", "O", "N", "C", "C", "C", "C", "N", "C", "C", "C", "H", "H", "H", "H", "H", "H", "H", "H", "H", "H", "H", "H", "H"], "coordinates": [[0.859, 0.084, -0.191], [-0.918, -2.369, -3.281], [-0.267, -2.223, -1.937], [-0.784, -1.609, -0.953], [-2.031, -1.079, -1.190], [-2.082, 0.203, -1.210], [-0.790, 1.387, -1.088], [-3.709, 0.908, -1.403], [-3.542, 1.582, -3.094], [-3.878, 0.584, -4.162], [-2.868, 0.042, -4.948], [-3.160, -0.901, -5.924], [-4.468, -1.310, -6.124], [-5.483, -0.772, -5.344], [-5.189, 0.167, -4.370], [1.122, -2.690, -1.782], [1.442, -4.041, -1.757], [2.759, -4.462, -1.685], [3.771, -3.512, -1.657], [3.477, -2.163, -1.674], [2.147, -1.713, -1.725], [1.930, -0.392, -1.733], [-1.994, -2.503, -3.185], [-0.471, -3.192, -3.836], [-0.751, -1.449, -3.850], [-2.519, 1.937, -3.209], [-4.200, 2.450, -3.123], [-1.845, 0.365, -4.794], [-2.362, -1.317, -6.526], [-4.699, -2.043, -6.885], [-6.507, -1.089, -5.494], [-5.982, 0.574, -3.754], [0.640, -4.768, -1.799], [2.995, -5.517, -1.661], [4.805, -3.829, -1.614], [4.262, -1.419, -1.652], [5.149, 2.943, 10.222], [4.613, 3.271, 8.857], [4.198, 4.556, 8.530], [3.695, 4.854, 7.275], [3.605, 3.867, 6.299], [3.125, 4.225, 5.023], [2.392, 3.505, 4.111], [2.229, 3.902, 2.979], [1.831, 2.344, 4.606], [1.133, 1.387, 3.879], [0.461, 0.386, 4.580], [-0.209, -0.606, 3.891], [-0.198, -0.583, 2.508], [0.445, 0.377, 1.843], [1.090, 1.351, 2.485], [4.046, 2.580, 6.603], [4.529, 2.295, 7.870], [5.134, 3.816, 10.872], [6.178, 2.586, 10.164], [4.558, 2.159, 10.699], [4.258, 5.341, 9.273], [3.366, 5.860, 7.046], [3.329, 5.156, 4.690], [1.840, 2.221, 5.607], [0.463, 0.393, 5.664], [-0.741, -1.387, 4.414], [-0.701, -1.329, 1.907], [1.564, 2.115, 1.887], [4.052, 1.811, 5.842], [4.872, 1.289, 8.083]]}

{"formula": "C3H4ClNOS", "method": "ωB97M-V/def2-TZVPD", "gap_ev": 9.268, "smiles": "N/C=C(\\Cl)C(=O)S", "energy_ha": -1105.02720, "e_above_lowest_kcal_mol": 35.7, "species": ["C", "C", "C", "H", "H", "H", "H", "N", "O", "S", "Cl"], "coordinates": [[0.782, 0.692, 0.016], [-0.235, -0.147, -0.001], [-1.570, 0.398, 0.007], [2.142, -0.934, 0.231], [2.868, 0.771, 0.442], [0.492, 1.808, -0.149], [-2.095, -1.895, -0.042], [2.078, 0.187, -0.145], [-1.770, 1.625, -0.202], [-2.895, -0.771, -0.020], [0.202, -1.733, -0.136]]}

{"formula": "C2F3NO6S2Sm", "method": "ωB97M-V/def2-TZVPD", "gap_ev": [7.032, 7.611], "multiplicity": 7, "energy_ha": -2336.38687, "e_above_lowest_kcal_mol": 0.0, "species": ["N", "S", "O", "S", "O", "O", "C", "F", "F", "F", "O", "C", "O", "O", "Sm"], "coordinates": [[0.187, -2.303, 1.542], [1.542, -2.398, 0.550], [1.064, -2.355, -0.922], [-0.982, -1.308, 1.236], [-0.721, -0.313, 0.147], [-1.582, -0.750, 2.449], [-2.364, -2.333, 0.518], [-1.982, -2.914, -0.607], [-2.721, -3.266, 1.389], [-3.407, -1.554, 0.269], [5.360, -0.692, 2.176], [4.779, 0.134, 1.587], [4.585, 1.022, 0.840], [2.243, -1.005, 0.666], [1.258, -0.009, -1.372]]}

Q: Number 1 is which compound?
A: C22H25CoN4

Q: What is the formula in the first record?
A: C22H25CoN4